[1]
# C31H36BaN6O6Si2

A molecular structure, C31H36BaN6O6Si2 in a non-equilibrium geometry (ωB97M-V/def2-TZVPD, OMol25).

Summary:
total charge	-2
Kohn-Sham gap	6.00	eV
LUMO	4.12	eV
E_tot	-70415.1571	eV
relative energy (zero: lowest compared OMol25 entry of this formula, charge and spin)	107.5	kJ/mol

Last column: Löwdin charge in e.
Atoms and positions in Å:
Ba  -0.035  -1.243  -0.739  1.94
O  -1.505  -3.117  -4.674  -0.04
C  -1.080  -2.322  -3.817  -0.51
N  0.020  -2.360  -3.070  -0.09
C  0.997  -3.376  -3.202  -0.21
C  1.024  -4.264  -4.283  -0.04
C  2.036  -5.203  -4.442  -0.13
C  3.053  -5.284  -3.512  -0.13
C  3.060  -4.420  -2.424  -0.04
C  2.065  -3.455  -2.240  -0.22
N  2.142  -2.488  -1.211  -0.11
C  3.031  -2.535  -0.222  -0.52
O  3.811  -3.434  0.135  -0.03
C  3.175  -1.211  0.567  -0.20
C  4.332  -1.037  1.322  -0.02
C  4.555  0.184  1.934  -0.08
C  3.612  1.192  1.803  -0.08
C  2.460  0.923  1.079  -0.17
N  2.255  -0.248  0.476  -0.01
C  -1.970  -1.064  -3.641  -0.19
C  -3.019  -0.902  -4.544  -0.02
C  -3.814  0.225  -4.464  -0.08
C  -3.552  1.171  -3.484  -0.07
C  -2.502  0.934  -2.615  -0.14
N  -1.735  -0.156  -2.688  -0.02
H  0.220  -4.207  -4.998  0.08
H  2.011  -5.872  -5.296  0.08
H  3.845  -6.018  -3.616  0.08
H  3.841  -4.481  -1.684  0.08
H  5.024  -1.864  1.386  0.11
H  5.462  0.352  2.505  0.10
H  3.746  2.166  2.256  0.10
H  1.655  1.650  0.980  0.06
H  -3.170  -1.677  -5.282  0.11
H  -4.631  0.369  -5.161  0.10
H  -4.141  2.073  -3.383  0.10
H  -2.253  1.645  -1.832  0.08
C  0.762  0.081  3.818  0.01
C  0.020  -1.169  3.503  -0.36
N  -0.392  -1.526  2.307  0.11
C  -1.033  -2.732  2.463  -0.12
C  -0.996  -3.108  3.787  -0.09
N  -0.328  -2.088  4.424  0.16
C  -1.468  -4.228  4.636  -0.50
O  -2.086  -5.225  4.050  0.11
O  -1.257  -4.195  5.836  0.06
C  -1.693  -3.421  1.292  -0.61
O  -2.308  -4.483  1.517  0.01
O  -1.572  -2.835  0.190  -0.30
H  0.461  0.863  3.122  0.06
H  1.838  -0.068  3.709  0.08
H  0.554  0.416  4.836  0.08
H  -0.148  -2.088  5.415  0.16
H  -2.125  -5.069  3.040  0.08
C  -1.650  3.409  2.948  -0.20
Si  -1.989  2.719  1.206  0.32
C  -2.776  1.017  1.444  -0.18
C  -3.428  3.830  0.613  -0.21
C  -0.552  2.658  0.142  -0.38
Si  0.522  3.999  -0.356  0.33
C  -0.290  5.442  -1.306  -0.21
C  1.368  4.889  1.102  -0.20
C  1.925  3.407  -1.485  -0.19
H  -2.524  3.281  3.594  0.01
H  -1.419  4.478  2.908  0.01
H  -0.797  2.911  3.415  0.00
H  -3.770  1.100  1.896  0.02
H  -2.168  0.369  2.077  0.00
H  -2.902  0.498  0.488  0.01
H  -4.218  3.918  1.367  0.01
H  -3.874  3.419  -0.298  0.01
H  -3.070  4.836  0.375  0.00
H  -0.512  1.796  -0.527  -0.08
H  -1.130  5.854  -0.741  0.00
H  -0.682  5.088  -2.264  0.01
H  0.420  6.254  -1.502  0.01
H  0.653  5.494  1.668  0.01
H  2.161  5.555  0.747  0.01
H  1.805  4.167  1.796  0.00
H  1.568  2.646  -2.184  0.02
H  2.742  2.961  -0.913  0.01
H  2.339  4.233  -2.071  0.01

***

[2]
# C31H36BrCl2CrNO11S

A molecular structure, C31H36BrCl2CrNO11S (ωB97M-V/def2-TZVPD, OMol25).

Summary:
total charge	-1
multiplicity	4
Kohn-Sham gap (spin up / spin down)	7.70 / 7.72	eV
LUMO (spin up / spin down)	2.17 / 2.09	eV
E_tot	-191087.4039	eV
relative energy (zero: lowest compared OMol25 entry of this formula, charge and spin)	0.0	kJ/mol

Last column: Mulliken spin population.
Atoms and positions in Å:
Cr  0.378  0.326  0.086  2.97
C  2.561  -7.074  -2.789  0.00
C  1.637  -6.790  -1.604  0.00
C  0.215  -7.226  -1.981  0.00
C  2.119  -7.629  -0.413  0.00
C  1.621  -5.310  -1.231  0.01
C  0.955  -4.879  -0.090  -0.01
C  0.919  -3.540  0.231  0.02
Br  0.162  -3.134  1.924  0.00
C  1.485  -2.513  -0.563  -0.01
O  1.409  -1.236  -0.240  0.06
C  2.214  -2.959  -1.688  0.00
C  2.249  -4.327  -1.974  0.00
C  3.073  -2.065  -2.602  0.00
C  4.551  -2.329  -2.275  0.00
C  2.801  -0.571  -2.444  0.00
C  2.818  -2.398  -4.086  0.00
H  2.575  -8.147  -2.991  0.00
H  3.585  -6.756  -2.582  0.00
H  2.221  -6.569  -3.694  0.00
H  0.192  -8.289  -2.233  0.00
H  -0.145  -6.658  -2.841  0.00
H  -0.477  -7.055  -1.155  0.00
H  2.177  -8.683  -0.693  0.00
H  1.443  -7.547  0.438  0.00
H  3.109  -7.303  -0.088  0.00
H  0.468  -5.578  0.576  0.00
H  2.820  -4.630  -2.837  0.00
H  4.771  -2.031  -1.249  0.00
H  5.190  -1.747  -2.945  0.00
H  4.806  -3.384  -2.385  0.00
H  2.986  -0.208  -1.436  0.00
H  1.761  -0.352  -2.684  0.00
H  3.435  -0.013  -3.135  0.00
H  3.208  -3.371  -4.384  0.00
H  3.307  -1.648  -4.710  0.00
H  1.749  -2.378  -4.306  0.00
O  1.133  3.870  0.255  0.00
Cl  0.667  2.851  1.118  -0.01
O  0.345  3.345  2.410  0.00
O  1.632  1.737  1.218  0.01
O  -0.527  2.185  0.523  -0.02
Cl  -7.337  -1.088  2.743  0.00
C  -5.695  -0.896  2.202  0.00
C  -5.392  -1.125  0.870  0.00
C  -4.085  -0.965  0.443  0.00
C  -3.102  -0.586  1.349  -0.01
C  -3.421  -0.359  2.683  0.00
C  -4.726  -0.512  3.117  0.00
C  -1.712  -0.389  0.895  -0.01
O  -1.406  -0.449  -0.348  -0.02
O  -0.787  -0.123  1.706  -0.03
H  -6.172  -1.409  0.178  0.00
H  -3.820  -1.114  -0.594  0.00
H  -2.639  -0.060  3.367  0.00
H  -4.996  -0.336  4.148  0.00
C  -1.767  6.452  2.341  0.00
C  -2.252  5.609  1.195  0.00
C  -2.886  4.394  1.440  0.00
C  -3.274  3.573  0.398  0.00
C  -3.031  3.972  -0.908  0.00
C  -2.433  5.194  -1.178  0.00
C  -2.044  6.003  -0.122  0.00
S  -3.419  2.870  -2.232  0.00
O  -3.738  3.662  -3.387  0.00
O  -4.345  1.901  -1.719  0.00
N  -2.040  2.065  -2.584  0.00
C  -0.976  2.808  -3.273  0.00
C  0.208  1.901  -3.608  -0.01
C  1.277  1.908  -2.523  0.00
O  2.295  2.551  -2.694  0.01
O  1.024  1.240  -1.444  0.04
H  -2.515  6.507  3.134  0.00
H  -1.532  7.465  2.016  0.00
H  -0.863  6.015  2.769  0.00
H  -3.047  4.074  2.462  0.00
H  -3.747  2.618  0.582  0.00
H  -2.277  5.501  -2.203  0.00
H  -1.557  6.950  -0.324  0.00
H  -1.732  1.506  -1.793  0.00
H  -0.622  3.663  -2.685  0.00
H  -1.424  3.187  -4.189  0.00
H  0.699  2.282  -4.502  0.00
H  -0.154  0.888  -3.798  0.00

***

[3]
# C31H36ClGaN6

A molecular structure, C31H36ClGaN6 in a non-equilibrium geometry (ωB97M-V/def2-TZVPD, OMol25).

Summary:
total charge	+2
Kohn-Sham gap	7.25	eV
LUMO	-6.43	eV
E_tot	-106558.7475	eV
relative energy (zero: lowest compared OMol25 entry of this formula, charge and spin)	136.0	kJ/mol

Last column: Löwdin charge in e.
Atoms and positions in Å:
Ga  0.400  -0.843  0.233  0.84
C  -0.741  -3.749  -3.198  0.01
C  -0.786  -2.728  -2.227  -0.07
N  0.097  -2.526  -1.278  0.09
C  1.171  -3.355  -1.309  -0.15
C  1.272  -4.480  -2.105  -0.10
C  0.262  -4.675  -3.098  0.05
C  2.437  -5.344  -1.975  0.03
C  3.479  -4.990  -1.178  0.02
C  3.444  -3.727  -0.483  -0.11
C  4.550  -3.256  0.263  0.06
C  4.425  -2.129  1.039  0.01
C  3.223  -1.446  0.973  -0.07
N  2.188  -1.832  0.246  0.07
C  2.287  -2.965  -0.497  -0.12
H  -1.551  -3.771  -3.929  0.13
H  -1.617  -1.993  -2.267  0.12
H  0.290  -5.487  -3.794  0.13
H  2.490  -6.248  -2.557  0.13
H  4.368  -5.582  -1.126  0.13
H  5.454  -3.830  0.233  0.13
H  5.225  -1.759  1.652  0.13
H  3.049  -0.599  1.603  0.10
Cl  -2.304  -0.315  -6.186  0.70
C  -0.697  -0.076  -5.567  -0.65
C  0.446  -0.079  -6.332  -0.06
C  1.649  0.185  -5.674  -0.04
C  1.634  0.496  -4.324  -0.13
N  0.510  0.490  -3.589  0.06
C  -0.610  0.203  -4.218  -0.22
H  0.423  -0.382  -7.397  0.13
H  2.571  0.156  -6.195  0.10
H  2.543  0.716  -3.787  0.10
H  -1.501  0.206  -3.618  0.09
C  -3.340  1.114  -0.541  -0.04
C  -2.241  0.020  -0.556  -0.48
C  -2.469  -0.878  0.665  -0.10
C  -0.831  0.594  -0.485  -0.16
H  -4.307  0.604  -0.452  0.09
H  -3.368  1.748  -1.453  0.10
H  -3.155  1.750  0.307  0.05
H  -2.405  -0.551  -1.444  0.08
H  -2.281  -0.320  1.570  0.07
H  -1.843  -1.800  0.684  0.06
H  -3.505  -1.227  0.780  0.10
H  -0.847  1.395  0.243  0.03
H  -0.419  1.006  -1.398  0.04
N  1.430  1.060  1.720  0.10
C  0.800  0.405  2.801  -0.35
C  0.855  0.834  4.115  0.01
C  0.276  0.022  5.071  0.00
C  -0.414  -1.142  4.697  -0.01
C  -0.428  -1.486  3.359  -0.08
N  0.152  -0.711  2.422  0.05
H  2.262  1.579  1.980  0.12
H  0.837  1.707  1.187  0.04
H  1.324  1.769  4.323  0.12
H  0.392  0.292  6.123  0.13
H  -0.840  -1.809  5.439  0.13
H  -0.986  -2.374  3.031  0.14
C  -0.973  4.421  3.774  -0.04
C  -1.514  4.748  2.359  -0.56
C  -1.683  6.292  2.173  -0.02
C  -2.868  4.002  2.129  -0.04
C  -0.557  4.252  1.342  -0.17
N  0.211  3.851  0.585  0.18
H  -1.706  4.777  4.498  0.10
H  -0.037  4.918  3.950  0.08
H  -0.781  3.340  3.944  0.07
H  -2.475  6.684  2.825  0.10
H  -1.989  6.528  1.151  0.09
H  -0.735  6.760  2.406  0.09
H  -3.551  4.232  2.959  0.10
H  -2.705  2.931  2.149  0.06
H  -3.363  4.375  1.233  0.09